[1]
Molecular formula: C25H22NO5W
Method: DFT, wB97M-V/def2-TZVPD

Last column: natural (NBO) charge in e.
CARTESIAN COORDINATES (ANGSTROEM)
1 C -1.51351 -0.49030 1.35347  -0.287
2 H 0.63505 2.06610 1.95561  0.282
3 W -0.38736 0.49586 -0.29504  1.440
4 C 0.77760 -0.15192 1.48138  -0.269
5 C -3.86185 6.08616 0.15051  -0.041
6 C 0.13744 1.11413 1.69277  -0.353
7 C 3.14688 -3.40807 -0.57069  0.748
8 H -0.26052 4.57562 -0.95551  0.188
9 O 3.47020 -3.68945 -1.74905  -0.712
10 C -3.30741 6.42093 -2.59634  -0.235
11 H -2.40379 4.09963 1.30877  0.220
12 H -2.70266 -0.88800 -1.74556  0.274
13 H 1.67139 -1.30679 -1.90556  0.351
14 C 0.30813 0.32252 -2.68000  -0.247
15 O 4.54357 -8.79974 2.74442  -0.379
16 O -1.20109 2.62332 -0.73124  -0.787
17 H 2.12447 -3.71614 1.98135  0.199
18 H -4.75054 8.03719 -2.50284  0.250
19 H -5.23931 7.71785 -0.07123  0.254
20 C -0.53248 -1.49361 -1.52484  -0.245
21 H -0.01509 3.70714 0.69478  0.187
22 C -4.23630 7.25138 -1.93656  -0.029
23 H -2.50032 -0.98248 1.32182  0.285
24 C -1.98235 4.57059 0.40461  0.215
25 H -0.59767 -2.49598 -1.09127  0.290
26 C -1.63990 -0.65640 -1.89214  -0.330
27 C 4.21687 -5.63738 0.09136  -0.176
28 H -0.04875 -2.21900 1.20679  0.312
29 C -0.77863 3.86283 -0.16608  -0.144
30 C 4.39362 -6.70760 0.95844  -0.179
31 H 1.86575 -0.34147 1.53369  0.331
32 H -4.05295 5.93917 1.20733  0.235
33 H -2.07573 1.65139 1.82432  0.271
34 C 3.36246 -4.55259 0.40884  -0.115
35 C 2.75061 -4.55336 1.68221  -0.160
36 C -2.63438 5.44185 -1.88267  -0.062
37 C 2.89542 -5.62018 2.56737  -0.194
38 H -1.91194 4.77456 -2.35517  0.245
39 H -1.70579 1.28215 -3.04862  0.274
40 H 5.03278 -7.55587 0.71299  0.249
41 H -3.10067 6.56018 -3.66037  0.254
42 C -0.23572 -1.13597 1.29441  -0.224
43 H 2.39066 -5.63544 3.53247  0.239
44 C -1.11065 0.47855 -2.60014  -0.221
45 C -4.51939 7.07066 -0.57093  -0.245
46 N 3.82312 -7.83114 3.07504  0.501
47 H 1.00118 0.98255 -3.21683  0.278
48 O 2.58348 -2.38833 -0.09287  -0.845
49 H 4.73422 -5.67261 -0.86175  0.245
50 C 3.71675 -6.70559 2.20113  0.002
51 O 3.18979 -7.82944 4.15622  -0.392
52 C 0.66594 -0.87731 -1.99459  -0.242
53 C -2.83485 5.30747 -0.45603  -0.194
54 C -1.29578 0.90237 1.61182  -0.309

Calculated values
Charge: +1
Calculated total energy in Eh: -1463.365474
Spin multiplicity: 3
⟨S²⟩: 2.014
HOMO-LUMO gap (alpha / beta) in eV: 3.0 / 3.0

---

[2]
Molecular formula: C25H23AsN2O2ReS
Method: DFT, wB97M-V/def2-TZVPD

Last column: natural (NBO) charge in e.
CARTESIAN COORDINATES (ANGSTROEM)
1 C 2.41799 0.74981 -2.43461  -0.227
2 Re -1.15481 -0.64746 -1.06871  1.273
3 C 1.84950 0.00836 0.99119  -0.320
4 C -2.38079 3.47726 0.64544  -0.208
5 C 3.07599 1.28728 -3.52664  -0.178
6 C 1.99231 3.41156 -3.14726  -0.186
7 H 2.89354 -2.72434 -1.75138  0.271
8 C 1.87705 -3.03771 -1.50746  -0.746
9 H -3.38303 3.65387 0.27706  0.245
10 H 1.84695 -2.02200 3.69222  0.240
11 C 2.86093 2.61580 -3.87955  -0.151
12 H -2.41218 5.14568 1.98110  0.247
13 C 4.07981 -0.31717 1.78731  -0.174
14 H -5.63932 -4.81863 1.52348  0.424
15 C -4.54998 -1.68709 1.46490  -0.281
16 C -3.55731 -0.93491 0.92831  0.087
17 H 3.59600 0.90413 0.08874  0.240
18 S -2.34893 1.35238 -1.08762  -0.009
19 C -0.34035 2.21857 0.64302  -0.346
20 H 1.21893 2.88160 1.97459  0.239
21 H 1.83134 4.44267 -3.43082  0.243
22 C -1.82668 4.31654 1.60663  -0.149
23 C 1.34454 -0.81162 1.99856  -0.229
24 H -1.74025 -3.25406 -0.55929  0.221
25 H 1.62108 -2.65719 -0.52132  0.224
26 C 1.32532 2.88678 -2.04839  -0.218
27 H 5.14143 -0.12318 1.71486  0.244
28 O 0.06649 -1.51460 -2.19776  -0.809
29 C -2.57081 -2.83133 0.00104  0.053
30 C 0.97460 -2.55663 -2.59294  0.804
31 H 0.64598 3.50809 -1.47936  0.232
32 C 3.58689 -1.13766 2.79195  -0.159
33 H 1.86653 -4.12568 -1.51405  0.276
34 C 2.22243 -1.38683 2.90150  -0.192
35 H -3.52267 0.13441 1.06898  0.242
36 As 0.64082 0.84248 -0.20039  1.261
37 C -1.63140 2.41325 0.16312  -0.181
38 H -0.13023 4.76461 2.84483  0.247
39 C 0.21423 3.04993 1.60623  -0.190
40 N -5.59360 -3.82790 1.69936  -0.697
41 H 4.27019 -1.58515 3.50131  0.244
42 H 3.37704 3.03134 -4.73455  0.244
43 N -2.55379 -1.47692 0.17896  -0.581
44 C -0.54275 4.10606 2.09311  -0.188
45 H -3.51050 -4.70770 0.24831  0.258
46 C 3.21135 0.26357 0.87096  -0.230
47 O 0.96756 -2.88354 -3.72048  -0.447
48 H 0.27871 -0.99054 2.09651  0.214
49 C 1.55316 1.55950 -1.69982  -0.310
50 C -4.60401 -3.08363 1.22225  0.293
51 H 2.59348 -0.28222 -2.15818  0.213
52 H 3.75335 0.67314 -4.10425  0.241
53 C -3.55346 -3.64762 0.45393  -0.290
54 H -6.33835 -3.42473 2.24435  0.424
55 H -5.31032 -1.20065 2.06072  0.254

Calculated values
Charge: +2
Calculated total energy in Eh: -3938.135455
Spin multiplicity: 4
⟨S²⟩: 3.781
Energy relative to the best compared isomer or geometry (same formula, charge and spin) in kJ/mol: 0.0
HOMO-LUMO gap (alpha / beta) in eV: 6.6 / 6.5

---

[3]
Molecular formula: C25H23BBr3ClHgN2O6P2S
Method: DFT, wB97M-V/def2-TZVPD

Last column: natural (NBO) charge in e.
CARTESIAN COORDINATES (ANGSTROEM)
1 N 2.88229 4.13768 1.83861  -1.087
2 H -1.66002 1.18986 -6.46198  0.249
3 C -3.15888 0.46518 -2.52262  0.085
4 C 3.26915 -0.67108 3.11309  -0.168
5 S -0.27388 2.19164 -4.65436  -0.032
6 C 6.76476 -3.15546 3.71927  -0.115
7 H -2.05564 -4.22870 -3.60578  0.263
8 C -0.99580 -5.83875 -2.38870  -0.660
9 C 0.52040 0.84319 1.77765  -0.016
10 H 0.00541 3.45137 3.56682  0.511
11 O -4.80678 2.84566 0.61436  -1.010
12 H -2.56943 5.60765 0.42839  0.493
13 C -1.34153 -4.22821 -2.67870  -0.268
14 H -1.11001 -6.37700 -3.44687  0.241
15 H -0.78674 3.52650 -4.72167  0.152
16 H -1.32951 3.78415 -0.98098  0.046
17 C -2.41960 1.36124 -1.32688  -0.271
18 H -1.68682 0.02672 -4.90942  0.254
19 O 0.65565 4.09556 3.11220  -0.859
20 H 7.47569 -3.81816 3.02169  0.298
21 C -3.02428 -1.19558 -2.46326  -0.001
22 N 7.18194 -3.16361 5.14862  -0.327
23 C 2.01922 -1.57104 2.46689  -0.145
24 H -3.77268 1.99464 -5.83955  0.240
25 C -2.03268 -3.62678 -1.29626  -0.325
26 C -1.46439 -1.05552 -0.07571  -0.094
27 H 0.09838 -5.99858 -2.00374  0.232
28 C -1.58187 0.61282 -0.09157  -0.048
29 H 2.64074 5.15312 1.84965  0.415
30 C 4.98880 -1.39204 5.34835  -0.213
31 C -1.73302 1.13948 -5.27258  -0.529
32 H 4.39124 -0.70732 6.09868  0.315
33 C -0.62245 -1.68314 1.20220  0.500
34 C 6.23514 -2.26027 5.85897  0.079
35 O -0.90596 -2.82305 1.83721  -0.493
36 C 1.77449 1.68876 2.41305  -0.295
37 O -1.49194 2.57777 1.58741  -0.464
38 H 5.39339 -2.59977 1.80148  0.329
39 Cl -3.92160 -2.10163 -3.85213  0.026
40 H 6.46136 -2.17547 7.03063  0.286
41 P -4.14142 4.06169 -0.14552  1.938
42 O -3.32445 5.17849 0.96350  -0.919
43 H -6.21328 4.73952 -0.89400  0.530
44 H -1.81296 -6.35245 -1.69820  0.246
45 P -2.59344 3.26213 -1.46852  0.210
46 C 4.54454 -1.46031 3.78348  0.055
47 H -1.37987 -4.07281 -0.40460  0.282
48 Hg 7.28259 -1.12558 2.81769  1.193
49 H -4.80494 0.56843 -4.24788  0.271
50 C -2.16540 -1.99227 -1.27090  0.042
51 Br 0.41861 -3.33704 -3.00952  0.002
52 C 5.55486 -2.43280 2.95645  -0.390
53 H 2.97601 3.75659 0.87166  0.394
54 C 3.13125 0.96537 3.07130  -0.028
55 O -5.26241 4.95896 -1.17051  -0.959
56 C -0.86395 1.46554 1.15541  0.485
57 H 2.12034 -2.75227 2.51831  0.277
58 C -4.00831 1.22812 -3.69927  -0.487
59 H -4.62398 2.10019 -3.16489  0.256
60 C 0.67311 -0.82184 1.81636  -0.020
61 C -3.09673 1.95020 -4.85694  -0.421
62 B 1.74595 3.33347 2.46942  1.011
63 H -2.91794 3.08066 -4.54906  0.236
64 Br -3.89821 -4.38569 -0.97029  0.060
65 Br 4.64750 2.06185 3.88401  0.141

Calculated values
Charge: +2
Calculated total energy in Eh: -10967.227709
HOMO-LUMO gap in eV: 1.3

---

[4]
Molecular formula: C25H23Cl2F6N3O10SbTb
Method: DFT, wB97M-V/def2-TZVPD

Last column: Löwdin spin population.
CARTESIAN COORDINATES (ANGSTROEM)
1 F 5.01536 0.60534 -1.24001  0.001
2 H -0.39566 5.72636 2.79797  0.000
3 H 1.20675 -3.66640 1.92535  0.000
4 O 0.74925 4.37911 -1.89831  0.000
5 C 0.02321 3.72578 2.17283  0.000
6 C -0.71479 -1.47291 -4.15582  -0.053
7 N 0.97673 3.34352 -1.43486  0.000
8 H 2.71746 -1.88711 -0.66021  0.000
9 C 0.03754 4.42442 4.47175  0.000
10 C 1.11188 -0.51591 -5.45661  -0.002
11 C 0.52314 2.18979 3.77848  0.001
12 C 2.43015 -2.57955 0.13412  0.001
13 O -0.73536 4.94154 0.25181  0.000
14 H -1.03567 -2.85390 2.73933  0.000
15 H -1.81853 0.53627 2.94961  0.000
16 C -0.14668 4.72582 3.11653  0.000
17 N -2.05363 -1.69731 -4.03987  -0.179
18 H 0.54776 2.81619 5.82702  0.000
19 H -1.47457 0.37363 -2.74177  -0.001
20 O 0.69922 3.19101 -0.00899  0.004
21 H -0.30453 6.20286 5.10622  0.000
22 F 2.77183 2.38075 1.35796  0.005
23 O -0.68078 -0.90601 2.09013  0.004
24 C 0.24411 -2.08482 -3.31727  -0.068
25 O -0.08486 5.32056 5.43941  0.000
26 F 2.34050 1.01231 -0.90237  0.005
27 C 1.01268 -2.60046 2.06693  0.001
28 C -3.52563 -3.13773 -2.79768  -0.029
29 C -3.92793 -2.74931 -0.46876  -0.041
30 Cl -1.40120 0.08685 -6.25109  -0.015
31 H 1.82674 -3.38737 -0.28833  0.000
32 C -0.48874 -2.31895 1.95956  0.001
33 C -2.71368 -2.00132 -2.85369  -0.041
34 H -2.64311 0.94211 -1.51888  -0.001
35 C -0.79046 0.24500 -0.72297  -0.002
36 O 0.19085 -0.51620 -0.83250  -0.020
37 H -4.36734 -3.05591 0.46591  -0.002
38 H 1.37744 -2.26963 3.04815  0.000
39 H 3.33215 -2.99288 0.59728  0.000
40 C -4.11404 -3.51755 -1.61188  -0.004
41 C 0.99796 0.71463 4.07194  0.001
42 H 3.08405 -1.03676 -4.80706  -0.004
43 H -1.61793 -0.92288 3.95344  0.000
44 Cl -0.23573 -3.14804 -2.06281  -0.024
45 H -3.63671 -3.74170 -3.68424  -0.001
46 H -0.85403 -2.62499 0.96885  0.000
47 O -0.89962 1.07377 0.21104  -0.014
48 H -2.59689 -1.57069 -4.88763  -0.003
49 H -4.70367 -4.41786 -1.56902  0.000
50 C -1.77287 -0.55276 2.93544  0.001
51 N 0.34110 2.46674 2.49215  -0.001
52 C 0.38512 3.10663 4.80163  0.000
53 H 2.30673 -2.42864 -2.93122  0.001
54 H -3.08707 -0.93777 0.32197  0.001
55 Sb 4.04858 1.63216 0.03569  0.002
56 F 5.48604 2.13212 1.14495  0.001
57 H -2.71785 -0.94890 2.54835  0.000
58 O 0.69130 0.24416 5.14569  -0.001
59 C -0.23786 -0.68578 -5.23045  -0.050
60 O 1.64547 0.23145 3.11326  0.000
61 F 3.89680 3.22911 -0.99256  0.001
62 H 1.44794 0.09608 -6.27742  0.001
63 O 1.67558 -1.82234 1.07311  0.006
64 C -0.08760 4.05810 0.71693  0.000
65 F 3.61258 -0.01081 1.05807  0.005
66 C 1.59504 -1.92229 -3.56257  0.009
67 C -1.91668 0.16540 -1.76672  -0.008
68 C -3.19959 -1.57708 -0.54053  0.003
69 Tb 1.19546 0.55561 0.96921  7.633
70 C 2.02788 -1.14214 -4.62213  -0.080
71 C -2.59107 -1.17251 -1.72184  -0.042

Calculated values
Charge: +1
Calculated total energy in Eh: -4467.393473
Spin multiplicity: 8
⟨S²⟩: 16.473
Energy relative to the best compared isomer or geometry (same formula, charge and spin) in kJ/mol: 162.3
HOMO-LUMO gap (alpha / beta) in eV: 2.6 / 8.1

---

Question: Look up the calculated total energy of the first one.
Answer: -1463.365474 Eh